(1)
# Cl2H3NSi

Cl2H3NSi as an isolated structure in a non-equilibrium geometry (the ωB97M-V functional and the def2-TZVPD basis, the Open Molecules 2025 dataset).

The HOMO-LUMO gap is 9.0 eV. The electronic energy comes out at -34461.952 eV. The energy relative to the best compared isomer or geometry (same formula, charge and spin) comes out at 64.46 kcal per mole. The calculation puts the LUMO energy at -0.00180 Eh.

ORCA input file:
```
! RIJCOSX wB97M-V def2-TZVPD def2/J DEFGRID3
* xyz 0 1
N -0.765 0.778 1.057
Si 0.725 -0.303 -0.542
Cl -0.505 -1.845 -0.999
Cl 0.670 0.807 -2.165
H -1.735 0.482 0.880
H -0.634 0.446 2.010
H 2.245 -0.364 -0.240
*
```

(2)
# C6H9N

The molecule C6H9N in a non-equilibrium geometry (the ωB97M-V functional and the def2-TZVPD basis, the Open Molecules 2025 dataset).

The HOMO-LUMO gap is 8.7 eV. The electronic energy comes out at -7853.792 eV. The energy relative to the best compared isomer or geometry (same formula, charge and spin) comes out at 100.71 kcal per mole. The calculation puts the LUMO energy at -0.00736 Eh.

ORCA input file:
```
! RIJCOSX wB97M-V def2-TZVPD def2/J DEFGRID3
* xyz 0 1
C 1.577 1.304 0.576
C 0.606 0.414 -0.207
C -0.543 -0.163 0.652
C -1.787 -0.412 -0.207
C -1.828 -1.374 -1.310
C 1.336 -0.684 -0.863
N 1.914 -1.563 -1.346
H 2.343 1.714 -0.089
H 2.075 0.746 1.375
H 1.026 2.137 1.022
H -0.777 0.555 1.448
H -0.214 -1.089 1.139
H -2.549 -1.011 0.359
H -2.311 0.526 -0.435
H -1.029 -2.121 -1.106
H 0.161 1.020 -1.008
*
```

(3)
# C29H29CdN3P2SbSe4

C29H29CdN3P2SbSe4 as an isolated structure (the ωB97M-V functional and the def2-TZVPD basis, the Open Molecules 2025 dataset).

The HOMO-LUMO gap is 5.5 eV. The electronic energy comes out at -326084.399 eV. The energy relative to the best compared isomer or geometry (same formula, charge and spin) comes out at 7.29 kcal per mole. The calculation puts the LUMO energy at 0.07184 Eh.

ORCA input file:
```
! RIJCOSX wB97M-V def2-TZVPD def2/J DEFGRID3
* xyz -1 1
Cd 0.246 2.358 -0.394
Se 0.941 6.367 -2.610
Sb -0.269 5.544 -0.696
Se 1.399 4.298 0.829
Se -1.687 3.561 -1.521
Se -1.635 6.966 0.662
C -1.210 -2.112 1.488
N -0.858 -0.811 0.914
P -0.948 -0.536 -0.769
C -2.496 -1.375 -1.214
C -3.640 -0.583 -1.091
C -4.894 -1.119 -1.346
C -5.012 -2.444 -1.745
C -3.876 -3.230 -1.891
C -2.622 -2.697 -1.624
C 0.377 -1.594 -1.460
C 1.413 -2.058 -0.652
C 2.514 -2.701 -1.207
C 2.595 -2.886 -2.577
C 1.573 -2.415 -3.394
C 0.479 -1.770 -2.840
P -0.247 0.519 1.776
C 1.329 -0.026 2.513
C 2.492 0.539 1.994
C 3.739 0.116 2.441
C 3.831 -0.868 3.411
C 2.675 -1.423 3.954
C 1.434 -0.996 3.513
C -1.357 0.656 3.204
C -0.935 1.172 4.426
C -1.846 1.377 5.451
C -3.188 1.072 5.267
C -3.619 0.571 4.047
C -2.710 0.372 3.020
H -2.289 -2.273 1.449
H -0.892 -2.169 2.527
H -0.722 -2.919 0.936
H -3.540 0.462 -0.815
H -5.771 -0.494 -1.249
H -5.989 -2.860 -1.952
H -3.968 -4.261 -2.209
H -1.738 -3.315 -1.735
H 1.375 -1.894 0.417
H 3.310 -3.045 -0.559
H 3.452 -3.384 -3.011
H 1.635 -2.542 -4.467
H -0.295 -1.389 -3.498
H 2.420 1.338 1.262
H 4.630 0.574 2.034
H 4.801 -1.194 3.763
H 2.743 -2.176 4.728
H 0.540 -1.405 3.967
H 0.106 1.428 4.581
H -1.508 1.789 6.393
H -3.898 1.239 6.067
H -4.666 0.347 3.887
H -3.054 0.004 2.060
C 2.374 2.653 -5.430
N 2.359 2.110 -4.084
C 3.343 1.370 -3.466
C 2.904 1.143 -2.198
N 1.671 1.724 -2.044
C 1.371 2.287 -3.191
H 3.362 2.492 -5.856
H 2.177 3.723 -5.393
H 1.630 2.163 -6.056
H 4.251 1.110 -3.979
H 3.401 0.631 -1.394
H 0.489 2.891 -3.365
*
```

(4)
# C40H119N17O15

A 15-piece molecular cluster, C40H119N17O15 overall in a non-equilibrium geometry (the ωB97M-V functional and the def2-TZVPD basis, the Open Molecules 2025 dataset).

The HOMO-LUMO gap is 8.7 eV. The electronic energy comes out at -99449.353 eV. The energy relative to the best compared isomer or geometry (same formula, charge and spin) comes out at 0.00 kcal per mole. The calculation puts the LUMO energy at -0.00177 Eh.

ORCA input file:
```
! RIJCOSX wB97M-V def2-TZVPD def2/J DEFGRID3
* xyz 0 1
C -3.262 2.240 -5.742
C -1.669 2.219 -5.643
C -1.244 1.021 -4.789
O 0.189 1.149 -4.755
C 0.764 0.061 -4.090
N -1.122 2.068 -7.011
H -3.568 3.101 -6.333
H -3.686 2.194 -4.738
H -3.561 1.271 -6.145
H -1.283 3.087 -5.109
H -1.404 0.083 -5.323
H -1.756 1.170 -3.837
H 1.818 0.295 -3.933
H 0.682 -0.837 -4.706
H 0.340 -0.210 -3.122
H -1.478 1.229 -7.451
H -0.152 1.801 -6.893
C -3.924 -1.632 6.696
C -3.645 -2.767 5.657
C -3.180 -2.048 4.318
O -4.115 -1.096 3.712
C -5.306 -1.715 3.180
N -2.603 -3.700 6.163
H -4.247 -1.978 7.678
H -4.759 -1.024 6.340
H -3.224 -0.799 6.767
H -4.485 -3.383 5.337
H -2.813 -2.819 3.636
H -2.242 -1.513 4.474
H -5.625 -0.928 2.498
H -5.969 -1.955 4.011
H -5.062 -2.636 2.647
H -1.773 -3.218 6.484
H -2.926 -4.064 7.051
C -9.613 -5.164 0.420
C -8.181 -5.776 0.273
C -7.107 -4.708 -0.161
O -5.847 -5.328 -0.410
C -4.879 -4.340 -0.791
N -7.825 -6.346 1.529
H -9.551 -4.238 0.997
H -10.327 -5.707 1.039
H -10.063 -4.835 -0.517
H -8.160 -6.520 -0.523
H -7.011 -4.005 0.670
H -7.438 -4.111 -1.014
H -5.223 -4.083 -1.795
H -3.896 -4.778 -0.957
H -4.856 -3.460 -0.147
H -7.320 -5.683 2.103
H -7.129 -7.046 1.307
C -5.958 -0.141 -2.799
C -4.605 -0.489 -2.124
C -3.735 -1.489 -3.001
O -2.355 -1.572 -2.546
C -1.625 -2.462 -3.392
N -3.875 0.754 -1.977
H -6.476 -1.092 -2.938
H -5.894 0.340 -3.775
H -6.555 0.434 -2.092
H -4.637 -0.874 -1.104
H -3.693 -1.161 -4.041
H -4.256 -2.447 -2.964
H -1.855 -3.524 -3.280
H -0.582 -2.528 -3.082
H -1.766 -2.222 -4.446
H -2.887 0.550 -2.068
H -4.003 1.364 -2.774
C 0.996 3.079 3.194
C 1.063 4.235 4.179
C 2.128 5.228 3.631
O 2.534 6.208 4.617
C 3.502 5.777 5.555
N -0.248 4.852 4.189
H 0.486 2.265 3.710
H 2.018 2.762 2.983
H 0.422 3.353 2.311
H 1.289 3.922 5.198
H 1.824 5.777 2.739
H 3.102 4.856 3.307
H 3.283 4.747 5.842
H 3.499 6.421 6.434
H 4.522 5.818 5.166
H -0.256 5.839 4.416
H -0.685 4.523 5.041
C -0.969 -2.821 0.304
C -0.085 -1.651 -0.138
C -0.787 -0.315 0.261
O -0.023 0.800 -0.101
C -0.527 2.148 -0.039
N 1.215 -1.784 0.542
H -1.220 -2.724 1.360
H -0.442 -3.743 0.059
H -1.919 -2.819 -0.231
H 0.088 -1.574 -1.212
H -1.049 -0.263 1.320
H -1.664 -0.332 -0.390
H -0.892 2.462 -1.017
H 0.234 2.841 0.315
H -1.411 2.082 0.596
H 1.026 -1.822 1.536
H 1.580 -0.842 0.456
C 6.715 3.155 3.451
C 6.313 1.716 3.128
C 4.774 1.618 3.085
O 4.388 0.231 2.985
C 3.036 0.009 2.731
N 6.835 1.384 1.788
H 5.957 3.723 2.909
H 7.763 3.421 3.324
H 6.465 3.372 4.491
H 6.612 1.054 3.943
H 4.392 2.328 2.349
H 4.430 2.023 4.039
H 2.844 0.534 1.793
H 2.340 0.244 3.539
H 2.883 -1.063 2.602
H 6.514 0.432 1.660
H 7.824 1.236 1.947
C 6.022 -1.881 -4.342
C 6.819 -1.502 -3.107
C 6.340 -0.390 -2.155
O 5.077 -0.544 -1.601
C 4.397 0.645 -1.242
N 7.042 -2.707 -2.267
H 6.554 -2.629 -4.930
H 5.906 -1.074 -5.067
H 5.034 -2.308 -4.163
H 7.808 -1.155 -3.412
H 6.416 0.526 -2.747
H 7.083 -0.294 -1.362
H 3.339 0.445 -1.069
H 4.330 1.288 -2.122
H 4.935 1.121 -0.422
H 6.125 -3.134 -2.323
H 7.122 -2.398 -1.308
C 2.749 4.659 -0.043
C 3.497 4.530 -1.344
C 2.762 5.407 -2.357
O 1.368 5.119 -2.569
C 1.193 3.943 -3.299
N 4.921 4.818 -1.228
H 2.933 5.590 0.492
H 3.026 3.808 0.585
H 1.683 4.430 -0.072
H 3.362 3.495 -1.668
H 3.300 5.543 -3.297
H 2.785 6.445 -2.021
H 0.528 3.284 -2.738
H 2.010 3.332 -3.685
H 0.679 4.157 -4.238
H 5.465 4.228 -0.614
H 5.367 4.686 -2.126
O -2.935 2.897 2.871
H -3.159 3.806 3.076
H -2.958 2.854 1.913
O -3.434 3.143 -0.497
H -3.623 2.201 -0.543
H -3.733 3.493 -1.338
C 1.429 -4.200 3.577
O 1.751 -5.315 3.210
N 0.247 -3.698 3.674
N 2.314 -3.336 3.915
H -0.559 -4.213 3.354
H 0.164 -2.791 4.103
H 2.015 -2.463 4.321
H 3.293 -3.573 3.972
C 0.067 -6.269 -2.751
O -1.065 -6.660 -2.501
N 0.479 -5.029 -2.601
N 1.034 -7.042 -3.223
H -0.225 -4.328 -2.433
H 1.461 -4.823 -2.698
H 1.952 -6.640 -3.107
H 0.840 -8.020 -3.067
C 3.593 -3.645 -1.430
O 4.492 -4.163 -2.111
N 3.137 -2.401 -1.462
N 2.919 -4.256 -0.461
H 2.360 -2.122 -0.879
H 3.689 -1.634 -1.832
H 2.323 -3.667 0.102
H 3.084 -5.220 -0.216
C -1.103 6.318 -0.555
O -1.948 6.838 0.191
N -0.063 6.987 -1.115
N -1.181 5.129 -1.078
H 0.523 6.369 -1.662
H 0.207 7.835 -0.642
H -1.913 4.487 -0.811
H -0.697 4.963 -1.946
*
```

(5)
# C22H34LaNO3P3

C22H34LaNO3P3 as an isolated structure in a non-equilibrium geometry (the ωB97M-V functional and the def2-TZVPD basis, the Open Molecules 2025 dataset).

The HOMO-LUMO gap (alpha / beta) is 3.4 / 3.4 eV. The electronic energy comes out at -59716.259 eV. The calculation puts the LUMO energy (alpha / beta) at -0.13120 / -0.13220 Eh.

ORCA input file:
```
! RIJCOSX wB97M-V def2-TZVPD def2/J DEFGRID3
* xyz 1 1
C 1.246 -1.582 -3.908
C 0.536 -0.757 -3.035
C -0.439 -1.358 -2.181
C -0.814 -2.709 -2.372
C -0.072 -3.507 -3.258
C 0.978 -2.957 -3.986
C -1.937 -3.276 -1.624
C -2.745 -2.319 -0.869
C -2.333 -0.970 -0.763
C -3.235 0.014 -0.252
C -4.414 -0.428 0.349
C -4.721 -1.793 0.426
C -3.907 -2.730 -0.200
H 2.021 -1.151 -4.548
H -0.335 -4.563 -3.367
H 1.584 -3.585 -4.641
H -2.558 -3.930 -2.254
H -5.112 0.310 0.759
H -5.624 -2.113 0.950
H -4.158 -3.794 -0.186
N -1.021 -0.634 -1.131
La 0.325 0.194 0.575
C 0.805 0.743 -2.985
H -0.151 1.294 -2.931
H 1.349 1.054 -3.888
C -2.940 1.503 -0.368
H -2.480 1.730 -1.346
H -3.872 2.079 -0.254
P 1.826 1.329 -1.540
P -1.764 2.190 0.914
C -2.769 2.119 2.434
H -2.102 2.191 3.308
H -3.477 2.961 2.449
H -3.309 1.164 2.493
C -1.771 3.980 0.562
H -2.644 4.473 1.013
H -0.862 4.418 1.000
H -1.752 4.177 -0.518
C 3.413 0.486 -1.828
H 4.091 1.169 -2.357
H 3.850 0.219 -0.857
H 3.274 -0.432 -2.410
C 2.245 3.054 -1.926
H 2.575 3.542 -0.998
H 3.062 3.105 -2.658
H 1.372 3.604 -2.301
H -1.460 -4.304 -0.733
H -1.223 -4.926 -0.262
C 3.279 -1.755 1.627
O 2.525 -0.535 1.363
P 2.912 1.104 2.013
O 3.807 0.781 3.296
C 3.525 -0.108 4.423
O 1.275 1.226 2.673
C 0.907 1.696 4.003
H 3.323 -2.316 0.689
H 2.745 -2.339 2.384
H 4.303 -1.524 1.956
H 2.849 -0.938 4.155
H 4.508 -0.499 4.714
H 3.107 0.489 5.244
H 0.768 0.831 4.661
H 1.666 2.382 4.402
H -0.050 2.220 3.899
*
```

(6)
# C5H20NO6S

A 6-piece molecular cluster, C5H20NO6S overall in a non-equilibrium geometry (the ωB97M-V functional and the def2-TZVPD basis, the Open Molecules 2025 dataset).

The HOMO-LUMO gap is 6.4 eV. The electronic energy comes out at -30119.613 eV. The energy relative to the best compared isomer or geometry (same formula, charge and spin) comes out at 33.85 kcal per mole. The calculation puts the LUMO energy at 0.10958 Eh.

ORCA input file:
```
! RIJCOSX wB97M-V def2-TZVPD def2/J DEFGRID3
* xyz -1 1
O 0.393 -0.101 -1.337
C 0.032 1.062 -1.707
N -0.554 1.933 -0.830
C -0.849 1.281 0.465
C -2.323 1.609 0.781
S -2.917 0.327 1.917
C 0.118 2.005 1.674
C 0.386 1.648 -3.002
H -1.108 2.697 -1.050
H -0.606 0.237 0.688
H -2.872 1.591 -0.151
H -2.360 2.553 1.325
H 0.033 1.369 2.565
H -0.346 2.970 1.887
H 1.053 2.345 1.356
H 0.472 0.746 -3.660
H -0.070 2.363 -3.518
H 1.467 1.956 -2.757
H -0.430 -1.284 2.462
H -0.042 -2.098 1.405
O 0.434 -1.672 2.235
H 3.010 -0.994 -0.631
H 2.323 -2.117 -1.630
O 2.976 -1.498 -1.463
H -2.272 -3.120 0.200
H -2.672 -2.039 1.090
O -1.860 -2.652 0.974
H 2.422 -1.050 1.708
H 2.193 -0.059 0.556
O 2.871 -0.536 0.912
H 0.753 -3.179 -1.478
H 0.039 -2.707 -0.308
O 0.307 -3.588 -0.680
*
```

(7)
# C2H8N2

The molecule C2H8N2 in a non-equilibrium geometry (the ωB97M-V functional and the def2-TZVPD basis, the Open Molecules 2025 dataset).

The HOMO-LUMO gap is 9.5 eV. The electronic energy comes out at -5183.179 eV. The energy relative to the best compared isomer or geometry (same formula, charge and spin) comes out at 12.89 kcal per mole. The calculation puts the LUMO energy at 0.04390 Eh. Its SMILES is CNCN.

ORCA input file:
```
! RIJCOSX wB97M-V def2-TZVPD def2/J DEFGRID3
* xyz 0 1
C 0.020 0.990 1.330
N -0.640 -0.063 0.592
C -0.462 -0.184 -0.869
N 0.899 -0.725 -1.155
H -0.404 1.206 2.336
H -0.195 1.885 0.742
H 1.092 0.838 1.486
H -0.401 -0.982 0.941
H -1.250 -0.838 -1.204
H -0.449 0.858 -1.268
H 0.989 -1.732 -1.153
H 1.526 -0.303 -0.483
*
```